{"formula": "C5H8O2", "method": "wB97M-V/def2-TZVPD", "species": ["C", "C", "O", "C", "C", "C", "O", "H", "H", "H", "H", "H", "H", "H", "H"], "xyz": [[-1.886, -0.255, -0.224], [-0.785, 0.735, -0.026], [-0.426, 0.936, 1.317], [0.891, 0.513, 1.144], [1.048, -0.888, 0.413], [1.110, 0.368, -0.294], [1.781, 0.882, -1.375], [-1.210, -1.188, -0.490], [-2.467, -0.572, 0.662], [-2.576, -0.036, -1.049], [-0.599, 1.486, -0.762], [1.530, 0.819, 1.971], [0.104, -1.460, -0.010], [1.805, -1.558, 0.800], [1.682, 0.218, -2.076]], "atomic_forces_ev_per_a": [[1.471, -1.557, -0.749], [1.817, -0.569, -1.056], [0.080, 0.454, 0.018], [0.116, -0.218, 0.243], [-1.735, -1.164, -0.479], [-2.607, -0.250, 0.156], [-0.137, -0.148, 0.353], [-1.994, 0.940, 0.086], [0.592, 0.532, -0.241], [0.387, -0.035, 0.152], [-1.053, 1.513, 0.172], [0.294, -0.312, -0.264], [2.087, 0.248, 1.677], [0.475, 0.304, -0.230], [0.207, 0.262, 0.163]], "de_lowest_kcal_mol": 123.11, "molar_mass_g_mol": 100.12, "fmax_ev_per_a": 2.69, "homo_lumo_gap_ha": 0.3268, "energy_ev": -9404.4934}